{"formula": "C42H35ClN2O8P2Pt", "method": "the ωB97M-V functional and the def2-TZVPD basis", "elements": ["Pt", "Cl", "P", "P", "O", "O", "O", "O", "O", "O", "O", "O", "N", "N", "C", "C", "C", "C", "C", "C", "C", "C", "C", "C", "C", "C", "C", "C", "C", "C", "C", "C", "C", "C", "C", "C", "C", "C", "C", "C", "C", "C", "C", "C", "C", "C", "C", "C", "C", "C", "C", "C", "C", "C", "C", "C", "H", "H", "H", "H", "H", "H", "H", "H", "H", "H", "H", "H", "H", "H", "H", "H", "H", "H", "H", "H", "H", "H", "H", "H", "H", "H", "H", "H", "H", "H", "H", "H", "H", "H", "H"], "positions_angstrom": [[0.861, 0.200, 0.818], [3.342, -0.117, -0.485], [-0.798, 1.574, -2.045], [-0.827, -1.369, -1.789], [-0.202, -1.351, 1.969], [-0.391, 1.469, -0.601], [1.119, 2.606, 1.744], [2.839, -0.616, -1.695], [4.718, 0.046, -0.463], [2.925, -0.960, 0.622], [0.166, -1.419, -0.676], [2.701, 1.172, -0.237], [2.002, -0.616, 3.647], [1.832, 0.360, 2.872], [-0.530, -5.424, -3.895], [1.511, 2.719, -3.087], [1.601, -4.856, 5.762], [-5.227, 2.769, -2.102], [2.357, 2.604, 2.262], [0.143, 2.884, -2.888], [2.244, 3.731, -3.683], [-2.529, -1.084, -1.250], [4.470, 3.543, 2.920], [-2.783, -0.972, 0.111], [-4.593, 2.487, -3.303], [0.412, -2.185, 2.675], [-0.484, 4.061, -3.284], [3.250, 3.674, 2.284], [1.307, -4.006, 4.696], [-4.863, -0.772, -1.716], [2.340, -2.170, 5.928], [-5.115, -0.657, -0.355], [-4.529, 2.647, -0.910], [-3.573, -0.989, -2.166], [-3.203, 2.252, -0.918], [-2.566, 1.973, -2.123], [0.259, 5.071, -3.869], [-0.735, -2.975, -2.649], [1.697, -2.647, 4.774], [2.578, -3.019, 6.985], [-1.738, -5.031, -3.340], [0.484, -3.361, -3.193], [0.576, -4.589, -3.830], [-0.436, 0.003, -2.953], [1.389, -1.769, 3.692], [-3.262, 2.104, -3.322], [0.670, 3.774, 1.077], [-4.075, -0.754, 0.557], [2.219, -4.364, 6.901], [0.612, -4.454, 3.527], [2.730, 1.388, 2.907], [3.977, 1.283, 3.549], [-1.843, -3.809, -2.695], [0.171, -3.594, 2.577], [1.624, 4.915, -4.056], [4.843, 2.349, 3.542], [-0.333, 3.552, 0.721], [2.590, -1.122, 5.987], [1.318, 4.004, 0.228], [0.422, -5.513, 3.426], [-2.606, -5.666, -3.420], [-3.378, -1.100, -3.224], [-2.649, 2.146, 0.004], [-5.671, -0.701, -2.428], [3.298, 3.588, -3.867], [-0.229, 5.980, -4.182], [-1.962, -1.059, 0.807], [-6.127, -0.505, -0.008], [-5.015, 2.876, 0.026], [-2.779, -3.500, -2.254], [0.635, 4.620, 1.770], [3.015, -2.635, 7.895], [-1.550, 4.176, -3.155], [3.003, 4.616, 1.822], [5.152, 4.377, 2.921], [5.810, 2.271, 4.012], [1.340, -2.706, -3.114], [1.507, -4.888, -4.285], [-2.764, 1.921, -4.264], [-5.138, 2.587, -4.230], [-0.448, -6.390, -4.372], [4.258, 0.341, 3.993], [2.208, 5.719, -4.476], [-4.266, -0.667, 1.617], [-0.417, -3.932, 1.738], [2.413, -5.022, 7.734], [-6.262, 3.080, -2.098], [0.636, -0.038, -3.167], [2.000, 1.801, -2.790], [1.312, -5.894, 5.698], [-0.992, -0.043, -3.887]], "forces_ev_per_angstrom": [[-0.3, 0.2, -1.1], [0.6, 0.3, -1.2], [-0.2, 0.5, -1.8], [-1.3, -0.8, -1.6], [0.2, -0.1, 0.1], [0.7, -0.7, 1.7], [0.0, -0.7, 0.1], [-0.2, -0.6, -1.0], [1.4, 0.0, 0.1], [-1.2, -0.9, 1.4], [1.4, 0.8, 1.9], [-1.1, 1.2, 0.5], [0.8, 0.5, 1.2], [-0.5, -0.5, -1.4], [-0.1, 0.0, 0.0], [0.0, -0.1, -0.1], [-0.2, 0.2, -0.4], [0.1, -0.1, 0.1], [0.7, -0.2, 0.6], [-0.6, -0.5, 0.3], [0.1, -0.1, 0.1], [0.4, -0.2, -0.1], [-0.1, -0.2, 0.0], [0.1, 0.0, 0.0], [0.1, 0.0, -0.1], [-0.2, -0.2, 0.2], [-0.1, -0.1, 0.0], [-0.5, -0.1, -0.2], [0.4, 0.4, 0.6], [0.0, -0.1, -0.1], [-0.2, 0.0, -0.3], [0.1, -0.1, 0.0], [-0.1, 0.1, -0.1], [0.0, 0.0, 0.0], [0.2, -0.1, 0.0], [0.5, 0.1, 0.0], [0.0, 0.1, 0.0], [-0.2, 1.0, 0.5], [0.2, -0.4, 0.4], [-0.1, -0.2, 0.1], [-0.1, 0.0, 0.0], [0.0, -0.1, -0.2], [0.1, 0.1, 0.1], [-0.1, 0.2, 1.0], [-0.4, 0.0, -0.6], [0.1, 0.0, 0.0], [-0.4, 0.7, -0.5], [0.0, 0.0, 0.0], [0.1, 0.2, 0.1], [-0.2, 0.3, -0.5], [0.2, 0.8, 0.1], [0.2, 0.1, 0.0], [0.0, 0.0, -0.2], [-0.3, -0.3, -0.1], [-0.1, 0.0, 0.1], [-0.1, -0.2, 0.1], [0.1, 0.0, 0.0], [0.1, 0.1, 0.1], [0.0, 0.0, 0.0], [-0.1, -0.1, 0.0], [-0.1, -0.1, 0.1], [0.0, 0.0, -0.1], [-0.1, 0.0, 0.1], [-0.1, 0.0, 0.0], [0.1, 0.0, 0.0], [0.0, 0.1, 0.0], [-0.1, 0.0, 0.1], [-0.1, 0.0, 0.0], [-0.1, 0.0, 0.1], [-0.1, 0.0, 0.0], [0.1, -0.2, 0.0], [0.1, 0.0, 0.0], [-0.1, 0.1, 0.0], [-0.1, 0.0, -0.1], [0.1, 0.1, 0.0], [0.1, -0.1, 0.0], [0.1, 0.0, -0.1], [0.1, -0.1, 0.0], [0.0, 0.0, -0.1], [0.0, 0.0, -0.1], [0.0, 0.0, -0.1], [0.0, 0.0, 0.1], [0.0, 0.0, -0.1], [-0.1, 0.0, 0.0], [0.0, 0.0, -0.1], [0.0, -0.1, 0.0], [0.0, 0.0, 0.0], [0.0, 0.0, 0.0], [0.1, 0.0, 0.0], [0.0, -0.1, 0.0], [-0.1, 0.0, 0.0]], "multiplicity": 5, "gap_ha": [0.2554, 0.1916], "lumo_ev": [-6.6, -8.6], "s_squared": 6.09, "charge": 2}

=====

{"formula": "C20H40Br20", "method": "the ωB97M-V functional and the def2-TZVPD basis", "elements": ["Br", "Br", "Br", "Br", "Br", "Br", "Br", "Br", "Br", "Br", "Br", "Br", "Br", "Br", "Br", "Br", "Br", "Br", "Br", "Br", "C", "C", "C", "C", "C", "C", "C", "C", "C", "C", "C", "C", "C", "C", "C", "C", "C", "C", "C", "C", "H", "H", "H", "H", "H", "H", "H", "H", "H", "H", "H", "H", "H", "H", "H", "H", "H", "H", "H", "H", "H", "H", "H", "H", "H", "H", "H", "H", "H", "H", "H", "H", "H", "H", "H", "H", "H", "H", "H", "H"], "positions_angstrom": [[1.052, -4.187, 1.801], [-6.139, -0.455, 0.763], [1.780, 0.726, 1.260], [1.055, 5.557, -2.370], [-1.304, -1.105, 2.685], [-3.111, 3.011, 3.289], [5.253, -3.465, -0.024], [-1.608, 3.252, -0.634], [1.618, -0.071, -4.065], [4.707, 2.236, 4.703], [-0.667, 3.822, -5.238], [3.241, -3.305, -2.906], [-3.924, 2.117, -3.044], [-4.820, -3.393, -1.031], [-1.040, -0.457, -0.970], [0.178, 1.636, 5.340], [1.419, 5.096, 2.139], [-0.810, -3.620, -3.604], [2.677, -1.620, 5.241], [0.259, -6.974, -2.080], [2.008, -2.700, 2.736], [-4.801, -1.504, -1.532], [-2.428, 4.379, -1.981], [0.342, 1.501, -3.969], [2.061, 2.001, 5.727], [0.667, 5.875, -0.497], [0.235, 2.151, -5.370], [-2.845, 1.157, 3.387], [1.706, -2.942, 4.150], [0.841, -1.075, -0.715], [3.374, -4.812, -1.652], [1.873, -0.003, -0.502], [-1.606, 0.796, 2.551], [-0.730, -4.228, -1.781], [-1.109, -5.673, -1.610], [1.586, 4.860, 0.196], [4.751, -5.003, -1.148], [-4.498, -0.543, -0.370], [-3.844, 3.950, -2.215], [2.764, 2.079, 4.434], [-0.697, 1.398, 2.792], [-0.395, 5.747, -0.338], [-1.491, -5.948, -0.641], [-4.438, 4.516, -2.901], [-2.727, 0.834, 4.459], [-1.976, -5.961, -2.322], [-3.726, 0.657, 3.034], [3.088, -2.734, 2.482], [5.359, -5.222, -2.038], [0.745, -1.774, 0.123], [0.291, -3.944, -1.525], [1.270, 2.497, -5.652], [0.625, -2.743, 4.296], [-3.945, -1.302, -2.109], [2.403, 1.102, 6.267], [-1.362, -3.545, -1.339], [-4.211, 0.536, -0.635], [-1.887, 1.054, 1.588], [-4.507, 3.907, -1.372], [0.732, 2.196, -3.223], [2.339, 2.972, 3.919], [-5.750, -1.442, -2.098], [-0.563, 0.991, -3.704], [2.892, -0.414, -0.617], [2.665, 5.022, 0.187], [1.953, -3.943, 4.535], [2.700, 1.212, 3.804], [-3.726, -0.932, 0.279], [4.813, -5.908, -0.470], [1.659, 0.836, -1.154], [2.860, -5.712, -2.019], [-0.181, 1.585, -6.165], [0.945, 6.929, -0.293], [-1.884, 4.392, -2.895], [2.006, 2.858, 6.309], [2.778, -4.523, -0.807], [1.518, -1.857, 2.320], [1.281, 3.798, 0.013], [-2.534, 5.418, -1.539], [0.914, -1.622, -1.648]], "forces_ev_per_angstrom": [[0.4, 0.2, -0.1], [0.6, 0.3, -0.1], [0.0, 0.4, 0.7], [-0.2, 0.1, -0.5], [0.1, 0.0, -0.1], [-0.2, 1.2, 0.0], [0.3, -0.5, -0.5], [0.1, 0.0, -0.2], [-0.5, 0.9, -0.1], [-0.4, 0.3, 0.0], [-0.8, 0.6, -0.1], [-0.1, -0.6, 0.1], [0.1, 0.6, 0.3], [0.3, 0.3, 0.2], [0.5, 0.3, 0.2], [-0.1, 0.0, 0.1], [-0.5, 0.0, 0.5], [-0.1, 0.0, -0.9], [-0.1, -0.2, -0.2], [0.1, 0.2, 0.1], [1.0, -1.4, -1.1], [-0.3, 0.5, 0.8], [-1.6, 1.5, 1.3], [0.4, -0.6, -1.4], [-0.4, -3.1, -0.1], [1.6, 0.3, 0.1], [2.9, 0.6, 1.3], [1.4, -1.5, 1.6], [-1.1, 0.2, 1.4], [-1.1, -0.7, 0.1], [-1.3, 0.2, 0.6], [-0.2, -0.3, -0.5], [-0.1, 0.8, 1.8], [1.7, -0.8, -1.0], [-2.0, -0.8, -1.8], [-0.8, -0.4, 1.2], [0.5, -1.5, 0.2], [-1.5, 0.7, 0.3], [-0.6, -1.5, -0.5], [0.1, 1.7, -0.9], [-0.8, -0.9, 0.1], [0.0, -0.3, 0.2], [0.3, 0.2, 0.6], [0.4, 0.7, -0.8], [0.0, 0.6, -1.0], [1.4, 0.8, 1.1], [-0.4, -0.2, -0.4], [-0.8, -0.1, 0.0], [0.7, 0.7, 0.7], [0.2, 0.2, -0.2], [0.0, -0.5, 0.5], [-1.0, -0.7, 0.1], [0.7, -0.2, 0.3], [0.9, -0.5, -1.6], [-0.2, 0.7, 0.2], [-1.6, 1.0, 1.5], [-0.7, -1.7, -0.1], [-0.2, 0.0, -2.2], [0.3, -0.3, 0.9], [-0.2, -0.2, -0.1], [0.9, -0.6, -0.1], [0.7, 0.8, 0.5], [-0.5, 0.2, 0.5], [-0.6, 0.2, -0.2], [-0.4, 0.0, -1.2], [0.1, 0.5, -0.3], [-0.4, -0.4, 0.1], [0.1, -0.3, 0.0], [-0.2, 1.1, -0.7], [0.4, 0.0, -0.3], [0.6, 0.3, -0.5], [-0.5, -0.7, -0.3], [-0.1, -0.8, 0.0], [0.7, -0.1, -0.4], [0.5, 1.5, 0.9], [-0.6, 0.4, 0.3], [-0.1, 0.9, 0.0], [0.4, 1.1, -0.1], [0.6, -1.1, -0.5], [0.7, 0.0, 0.0]], "smiles": "BrCCBr.BrCCBr.BrCCBr.BrCCBr.BrCCBr.BrCCBr.BrCCBr.BrCCBr.BrCCBr.BrCCBr", "gap_ha": 0.3731, "lumo_ev": 0.1, "relative_energy_ev": 1.736}

=====

{"formula": "C24H51FInN2O8S2", "method": "the ωB97M-V functional and the def2-TZVPD basis", "elements": ["In", "S", "S", "F", "O", "O", "O", "O", "O", "O", "O", "O", "N", "N", "C", "C", "C", "C", "C", "C", "C", "C", "C", "C", "C", "C", "C", "C", "C", "C", "C", "C", "C", "C", "C", "C", "C", "C", "H", "H", "H", "H", "H", "H", "H", "H", "H", "H", "H", "H", "H", "H", "H", "H", "H", "H", "H", "H", "H", "H", "H", "H", "H", "H", "H", "H", "H", "H", "H", "H", "H", "H", "H", "H", "H", "H", "H", "H", "H", "H", "H", "H", "H", "H", "H", "H", "H", "H", "H"], "positions_angstrom": [[-1.984, 1.532, 3.106], [-1.778, -3.625, 3.719], [-0.869, -5.698, 1.659], [-0.948, 1.382, 0.238], [3.090, -1.135, -5.278], [-4.149, 2.998, -2.668], [7.897, -4.791, 0.080], [-2.254, 2.950, 4.673], [5.068, -3.940, -0.306], [0.253, 3.408, 7.541], [2.100, 1.048, -3.507], [-6.465, 3.474, -4.482], [0.183, -3.154, 1.454], [0.981, -0.945, 0.373], [2.000, -2.013, 0.029], [-0.077, -1.684, 1.218], [-3.258, 3.433, -3.689], [1.977, -0.940, -6.142], [3.456, 0.601, -3.596], [-2.110, 4.245, 7.575], [-6.294, 2.177, -5.039], [-3.337, -1.266, 3.855], [5.752, -4.007, 0.949], [1.268, 0.116, -2.827], [4.747, -5.231, -0.812], [3.780, 0.088, -5.001], [-2.737, 3.152, 0.315], [-0.735, -4.072, 2.229], [-3.746, 0.048, 2.966], [-1.029, 2.802, 5.474], [-1.471, 2.471, 1.111], [-0.801, 3.951, 6.620], [-5.206, 3.935, -2.438], [8.182, -4.453, -1.272], [-6.521, 3.449, -3.053], [7.247, -3.727, 0.781], [1.503, -3.407, 0.746], [-3.263, -2.677, 2.980], [-1.013, -1.087, 1.642], [2.067, -4.434, 0.721], [0.230, 0.447, -2.925], [4.851, -0.134, -5.057], [-1.789, 4.946, 8.485], [7.708, -3.671, 1.773], [2.325, -0.693, -7.149], [-0.552, 0.496, 3.585], [-2.219, -1.081, 4.227], [8.970, -3.694, -1.307], [-6.111, 2.285, -6.112], [-1.020, 1.699, 5.886], [-3.983, -1.365, 4.827], [-4.755, 0.519, 3.382], [-4.940, 4.929, -2.815], [5.586, -4.974, 1.438], [-3.162, -2.511, 1.826], [-0.387, 4.950, 6.121], [-0.115, 2.875, 4.711], [5.626, -5.881, -0.839], [-7.205, 1.588, -4.897], [-2.551, 3.266, 8.089], [7.413, -2.766, 0.278], [5.319, -3.229, 1.587], [8.538, -5.352, -1.784], [-2.975, 4.847, 7.021], [4.368, -5.115, -1.831], [-7.323, 4.132, -2.754], [1.529, 0.092, -1.763], [-5.332, 4.009, -1.353], [7.289, -4.086, -1.789], [1.315, -0.151, -5.774], [-0.616, 3.287, 1.231], [3.668, -0.165, -2.840], [1.357, -0.887, -3.254], [-2.858, 4.245, 0.726], [-0.159, 2.522, 7.835], [-2.573, 2.613, -3.917], [-5.441, 1.658, -4.590], [-2.466, 3.235, -0.837], [2.961, -1.859, -0.627], [-3.871, -0.316, 1.851], [-2.675, 4.286, -3.335], [-3.730, 2.506, 0.382], [-3.796, 3.702, -4.602], [3.554, 0.848, -5.759], [1.411, -1.874, -6.190], [-6.779, 2.447, -2.688], [3.965, -5.688, -0.200], [4.091, 1.467, -3.383], [-4.202, -3.379, 3.160]], "forces_ev_per_angstrom": [[-0.1, -0.6, -0.4], [0.5, 0.5, -2.2], [0.6, 3.2, 1.2], [-0.6, 1.5, 1.0], [-0.2, 0.4, -0.2], [-0.3, 0.4, -0.5], [-0.1, 0.3, -0.3], [1.9, -0.3, 1.1], [0.2, -0.4, 0.2], [-2.1, -1.0, -0.6], [0.5, -0.3, -0.2], [0.1, -0.4, 0.2], [1.5, 3.5, -1.1], [-1.5, -6.8, 2.5], [-4.5, -2.9, 3.8], [3.1, 0.9, -1.9], [0.0, -0.3, 0.2], [0.1, -0.2, 0.2], [-0.5, 0.4, -0.4], [-0.2, 0.9, 0.4], [0.0, 0.2, 0.0], [1.1, 0.4, -0.1], [0.1, 0.6, -0.3], [-0.1, 0.1, 0.2], [0.0, 0.3, -0.1], [0.0, -0.4, 0.5], [1.0, -0.2, -0.6], [0.4, -1.9, -2.2], [-1.1, -1.0, 0.1], [-0.2, 0.3, -1.5], [-0.5, 1.3, -1.0], [-0.6, -0.7, 0.4], [-0.1, -0.7, 0.2], [0.0, -0.2, 0.1], [0.3, 0.5, -0.2], [-0.2, -0.6, 0.2], [0.6, 3.3, -1.6], [-1.1, 0.5, 0.5], [2.3, -1.6, -0.9], [-1.7, 2.2, 0.2], [0.2, 0.1, 0.1], [0.0, 0.0, 0.0], [-0.4, -1.5, -2.0], [0.0, 0.0, 0.0], [-0.1, 0.1, -0.1], [-0.5, 0.3, 0.0], [-2.4, -0.6, -0.7], [0.0, 0.0, -0.1], [-0.1, 0.1, 0.2], [0.3, 2.1, -0.1], [1.0, -0.1, -1.9], [2.0, -1.1, -1.1], [-0.1, -0.1, -0.1], [0.1, 0.1, -0.1], [0.1, -0.2, 2.3], [-0.9, -2.2, 1.3], [-1.4, -0.1, 1.9], [0.0, 0.0, 0.1], [0.1, -0.1, 0.0], [1.0, 1.9, -1.4], [-0.1, -0.1, 0.0], [0.0, 0.0, 0.0], [0.0, 0.1, 0.2], [1.8, -1.6, 1.0], [0.0, 0.1, 0.1], [0.0, 0.0, 0.0], [-0.2, -0.1, -0.1], [0.0, 0.0, 0.0], [0.1, 0.0, 0.0], [0.0, 0.0, 0.0], [-1.6, -1.8, -0.6], [-0.1, 0.0, -0.2], [0.0, 0.0, 0.0], [-0.1, -2.1, -0.6], [1.1, 2.0, -0.7], [-0.1, 0.0, 0.2], [-0.1, 0.0, 0.0], [-0.6, -0.1, 2.4], [-2.2, -0.4, 1.6], [-0.1, 0.9, 2.1], [0.1, 0.1, -0.1], [2.1, 1.5, 0.0], [0.0, 0.1, 0.0], [-0.1, 0.0, 0.1], [0.2, 0.1, 0.1], [0.2, 0.1, 0.0], [0.0, -0.2, 0.0], [0.1, 0.0, 0.0], [2.0, 1.5, -0.4]], "gap_ha": 0.2177, "lumo_ev": 0.9, "charge": -1}

=====

| no. | maximum force (eV/Å) | electronic energy (eV) |
| --- | --- | --- |
| 1 | 2.482 | -97804.9101 |
| 2 | 3.249 | -1422239.2196 |
| 3 | 7.374 | -74623.2471 |